Entry from OMol25: C27H28CaN2Si as an isolated structure at a distorted geometry (the ωB97M-V functional and the def2-TZVPD basis).

```
! RIJCOSX wB97M-V def2-TZVPD def2/J DEFGRID3
* xyz 0 1
C 0.58718 2.29939 3.37756
C 1.01350 2.65854 2.06467
C -0.15490 2.89059 1.27609
H 2.05050 2.83854 1.76036
C -1.29677 2.68273 2.10740
C -0.83505 2.31725 3.40154
H -1.44753 2.17083 4.29677
H 1.23408 2.16953 4.25138
H -0.16088 3.28739 0.25407
H -2.34309 2.87648 1.83450
Ca -0.13538 0.30285 1.76633
C -0.57927 -0.50257 -1.32242
H -1.47141 0.24666 -1.16244
H -0.60149 -1.24092 -0.46987
H 0.37898 0.14265 -1.25610
Si -0.55036 -1.16642 -3.78655
C 1.13673 -1.06980 -4.50356
C 1.83479 0.13962 -4.33343
H 1.35437 0.98710 -3.83465
C 3.16725 0.25526 -4.74388
H 3.70717 1.17938 -4.54984
C 3.82634 -0.80999 -5.36355
H 4.88124 -0.72252 -5.65069
C 3.12306 -2.00689 -5.56560
H 3.64558 -2.84732 -6.02847
C 1.79094 -2.13948 -5.14670
H 1.27222 -3.09782 -5.29253
C -1.61499 0.15066 -4.46397
C -1.39914 0.76689 -5.70716
H -0.61446 0.41112 -6.38786
C -2.14921 1.89364 -6.07625
H -1.94784 2.41388 -7.01448
C -3.14994 2.39776 -5.22826
H -3.70467 3.31270 -5.49166
C -3.40753 1.72744 -4.02374
H -4.15933 2.13355 -3.34420
C -2.68666 0.58960 -3.66798
H -2.90597 0.07253 -2.72787
H -0.57397 -1.45921 -2.15151
H -1.15653 -2.39613 -4.12586
N 1.77258 -0.58807 2.95379
C 1.45806 -1.11698 4.27655
C 2.42939 -1.45420 5.20070
C 2.06510 -1.94142 6.46730
C 0.72192 -2.09946 6.81111
C -0.27690 -1.75561 5.89974
C -1.66968 -1.77339 6.19021
C -2.60685 -1.31070 5.30581
C -2.16434 -0.81372 4.07701
N -0.85258 -0.77686 3.72551
C 0.10065 -1.23067 4.59819
H 2.46349 0.17747 3.05650
H 2.34721 -1.28931 2.47065
H 3.48844 -1.33082 4.95784
H 2.82606 -2.21547 7.19439
H 0.43806 -2.46407 7.80372
H -1.96717 -2.13685 7.17904
H -3.65005 -1.30116 5.52129
H -2.88095 -0.43423 3.34104
*
```

## Properties
- Maximum force: 4.84 eV/Å
- Gap between HOMO and LUMO (alpha / beta): 3.1 / 2.3 eV
- HOMO level (alpha / beta): -4.195 / -3.587 eV
- Energy above the lowest of the compared OMol25 structures with the same formula, charge and spin: 80.69 kcal/mol
- DFT total energy: -2122.1162 a.u.